Density functional theory data (ωB97M-V with the def2-TZVPD basis set) for an isolated molecule of C6HF5O at a distorted geometry.

Last column: Löwdin charge in e.
CARTESIAN COORDINATES (ANGSTROEM)
C1 1.310 0.994 0.333  -0.20
C2 -0.009 1.301 0.171  -0.17
C3 0.668 -1.488 -0.025  -0.08
C4 -1.857 -0.329 0.150  -0.02
C5 1.494 -0.406 -0.073  -0.17
C6 -0.779 0.271 -0.452  -0.25
O1 0.139 -2.532 -0.006  0.21
F1 2.264 1.749 0.633  0.23
F2 -0.571 2.410 0.713  0.08
F3 -2.749 -1.104 -0.469  0.07
F4 2.813 -0.648 -0.373  0.06
F5 -0.636 0.181 -1.838  0.07
H1 -2.087 -0.398 1.236  0.16

Properties
* molecular weight: 184.06 g mol⁻¹
* structure (SMILES): O=C=C(F)/C(F)=C(F)\C(F)=C\F
* total charge: 0
* LUMO level: -0.0295 hartree
* frontier orbital gap: 7.90 eV